No. 1
Molecular formula: C3H3IN4
Method: DFT, the ωB97M-V functional and the def2-TZVPD basis

Gap between HOMO and LUMO (alpha / beta) in eV: 5.6 / 6.8
Lowest unoccupied orbital energy (alpha / beta) in eV: -0.159 / -3.174
Multiplicity: 3
Relative energy (zero: lowest compared OMol25 entry of this formula, charge and spin) in kJ/mol: 94.46
Calculated total energy in a.u.: -632.57937
Expectation value of S²: 2.02

```
11
C3H3IN4 (the ωB97M-V functional and the def2-TZVPD basis)
C 0.224 0.894 0.533
H 1.130 2.776 0.681
N -0.883 -2.285 -0.863
C 1.068 1.846 0.149
C -1.174 -1.526 0.085
H -0.434 0.990 1.388
N 0.664 -0.780 -1.142
I -2.560 -1.456 1.566
N 0.062 -0.296 -0.124
N 0.185 -1.863 -1.574
H 1.718 1.700 -0.699
```

No. 2
Molecular formula: C3H3IO
Method: DFT, the ωB97M-V functional and the def2-TZVPD basis

Gap between HOMO and LUMO (alpha / beta) in eV: 6.9 / 6.9
Lowest unoccupied orbital energy (alpha / beta) in eV: -2.643 / -2.642
Relative energy (zero: lowest compared OMol25 entry of this formula, charge and spin) in kJ/mol: 224.87
Calculated total energy in a.u.: -488.90636

```
8
C3H3IO (the ωB97M-V functional and the def2-TZVPD basis)
C -1.509 -1.634 0.399
O -1.134 -2.567 -0.349
C -0.129 0.454 -0.271
H -0.495 1.428 -0.833
I -3.814 0.170 0.048
H 0.956 0.432 0.063
C -1.010 -0.394 0.114
H -2.174 -1.982 1.168
```

No. 3
Molecular formula: C3H3IO2
Method: DFT, the ωB97M-V functional and the def2-TZVPD basis

Gap between HOMO and LUMO (alpha / beta) in eV: 7.2 / 8.8
Lowest unoccupied orbital energy (alpha / beta) in eV: -1.113 / -0.595
Relative energy (zero: lowest compared OMol25 entry of this formula, charge and spin) in kJ/mol: 662.04
Calculated total energy in a.u.: -564.01666

```
9
C3H3IO2 (the ωB97M-V functional and the def2-TZVPD basis)
C 1.192 -1.052 -0.565
H -1.820 -0.086 0.713
H -0.737 -1.134 -1.391
I 2.972 -0.570 0.178
O -0.785 1.258 -0.300
O 0.325 1.958 0.037
H -0.237 0.382 1.398
C -0.126 -0.896 -0.530
C -0.784 0.141 0.460
```

No. 4
Molecular formula: C3H3IO2
Method: DFT, the ωB97M-V functional and the def2-TZVPD basis

Gap between HOMO and LUMO in eV: 7.9
Lowest unoccupied orbital energy in eV: -1.419
Relative energy (zero: lowest compared OMol25 entry of this formula, charge and spin) in kJ/mol: 632.07
Calculated total energy in a.u.: -564.02808

```
9
C3H3IO2 (the ωB97M-V functional and the def2-TZVPD basis)
C 0.109 -0.570 1.489
O 1.113 0.804 -1.626
H -0.353 1.256 0.332
I 0.496 0.895 -4.870
O 0.943 -0.008 -0.624
C 0.166 0.324 0.323
C -0.130 -1.074 2.538
H 0.816 0.288 -3.521
H -0.163 -1.461 3.489
```

No. 5
Molecular formula: C3H3IS
Method: DFT, the ωB97M-V functional and the def2-TZVPD basis

Gap between HOMO and LUMO in eV: 4.6
Lowest unoccupied orbital energy in eV: -3.150
Relative energy (zero: lowest compared OMol25 entry of this formula, charge and spin) in kJ/mol: 150.66
Calculated total energy in a.u.: -811.84362

```
8
C3H3IS (the ωB97M-V functional and the def2-TZVPD basis)
C 0.017 -0.532 0.002
H -0.689 -1.584 -1.901
S -1.351 -0.894 -0.966
H 0.962 -0.975 -0.251
I 1.790 0.844 -2.752
C -0.260 1.076 2.000
C -0.103 0.326 1.061
H -0.366 1.739 2.806
```

No. 6
Molecular formula: C3H3InLiO3
Method: DFT, the ωB97M-V functional and the def2-TZVPD basis

Gap between HOMO and LUMO (alpha / beta) in eV: 6.1 / 8.3
Lowest unoccupied orbital energy (alpha / beta) in eV: -10.952 / -10.929
Multiplicity: 2
Relative energy (zero: lowest compared OMol25 entry of this formula, charge and spin) in kJ/mol: 247.39
Net charge: +2
Calculated total energy in a.u.: -538.75088
Expectation value of S²: 0.76

```
11
C3H3InLiO3 (the ωB97M-V functional and the def2-TZVPD basis)
O -0.511 1.587 -1.378
H 2.338 1.110 0.125
C 0.516 1.839 -0.745
O -0.842 -1.732 1.406
In -1.421 -0.034 -1.138
H 1.698 0.141 -1.234
H 0.774 2.834 -0.382
C -0.381 -0.999 0.503
O 0.780 -0.464 0.661
C 1.443 0.715 -0.346
Li 1.174 -1.721 2.238
```

- Which of these has the highest relative energy (zero: lowest compared OMol25 entry of this formula, charge and spin)?
  number 3